Entry from OMol25: a molecular structure, C3H8AgO2 (ωB97M-V with the def2-TZVPD basis set).

Output
total charge = +1
spin multiplicity = 3
max |F| = 6.66 eV/A
HOMO (alpha / beta) = -11.1 / -15.8 eV
DFT total energy = -416.05306 Ha

Geometry as XYZ:
```
14
Properties=species:S:1:pos:R:3:forces:R:3:lowdin_spin:R:1
H 2.535129 1.156406 -1.014111 -5.6 0.8 -1.1 0.036
O 1.284984 1.290234 -1.235629 6.3 -1.5 1.5 0.217
C 0.688531 0.057292 -1.628323 -0.1 -1.3 -0.5 0.026
C -0.746449 0.039568 -1.147826 0.3 -0.3 0.5 0.020
O -1.347062 1.278257 -1.541372 -0.2 -0.9 -0.6 0.257
C -2.755521 1.335482 -1.328986 -0.8 0.3 0.4 0.038
Ag 0.010012 2.849643 -1.466652 -0.3 2.2 -0.1 1.366
H 1.231248 -0.781885 -1.172067 -0.2 0.2 -0.1 0.007
H 0.733521 -0.061031 -2.720844 0.0 0.2 0.3 0.003
H -0.802771 -0.046151 -0.051724 0.0 0.0 -0.3 0.002
H -1.295066 -0.794845 -1.606880 0.1 0.2 0.1 0.005
H -3.091101 2.337851 -1.613585 0.1 -0.3 0.0 0.015
H -3.253303 0.584072 -1.955862 0.2 0.2 0.1 0.008
H -2.984753 1.150004 -0.270245 0.1 0.1 -0.3 0.001
```
Positions in Å, forces in eV/Å.

Entry from OMol25: a molecular structure, C3H8As (ωB97M-V with the def2-TZVPD basis set).

Output
total charge = -1
max |F| = 1.63 eV/A
HOMO = -3.2 eV
DFT total energy = -2354.65603 Ha

Geometry as XYZ:
```
12
Properties=species:S:1:pos:R:3:forces:R:3:mulliken_charge:R:1
C -1.152024 0.772214 2.263772 0.9 0.1 0.5 -0.105
C -1.008155 0.448844 1.088283 -0.4 0.6 1.4 -0.610
As -0.421716 0.156802 -0.891988 0.5 -0.3 -0.5 -0.748
C 1.258253 -0.765080 -0.177007 1.0 -0.3 0.6 -1.034
H -0.949382 1.071965 3.315073 -0.6 -0.4 -1.4 0.305
H -1.169632 -1.214101 -0.902093 -0.2 -0.3 0.1 0.079
H -1.709695 0.887313 -1.388476 -0.2 0.0 0.0 0.120
H 0.307401 1.553418 -0.853727 0.2 0.1 0.3 0.094
H 0.102899 -0.083074 -2.356099 0.0 0.0 -0.4 0.109
H 1.241689 -1.873279 -0.375834 -0.2 0.9 0.1 0.261
H 1.301893 -0.597514 0.941221 0.1 -0.2 -1.2 0.273
H 2.198470 -0.357508 -0.663124 -1.0 -0.2 0.5 0.255
```
Positions in Å, forces in eV/Å.

Entry from OMol25: a molecular structure, C3H8AuO3 (ωB97M-V with the def2-TZVPD basis set).

Output
total charge = +2
ΔE to the lowest compared entry with this formula, charge and spin = 4.912 eV
spin multiplicity = 4
max |F| = 11.42 eV/A
HOMO (alpha / beta) = -17.6 / -19.1 eV
DFT total energy = -479.26254 Ha

Geometry as XYZ:
```
15
Properties=species:S:1:pos:R:3:forces:R:3:lowdin_spin:R:1
O -0.353291 -3.962565 2.848875 -4.0 9.1 -0.9 0.109
C -1.265641 -3.534127 1.956711 4.4 2.4 -1.9 0.264
C -2.435721 -4.813988 3.771092 0.2 -4.6 -0.1 0.714
O -1.848603 -6.104743 3.029621 -8.3 1.4 2.2 0.413
Au -0.162606 -5.716163 2.708733 8.2 -7.7 -2.0 0.409
H -2.291915 -3.374519 1.602626 -0.9 -1.3 2.0 0.012
H -0.727487 -2.940663 1.198837 0.3 -0.4 0.0 0.010
H -3.473372 -4.543736 3.525796 0.5 -0.5 0.1 0.032
H -2.045645 -5.077710 4.769781 -0.6 1.0 -0.1 0.038
O -1.750413 -2.536388 4.724096 2.6 -0.4 -0.6 0.755
H -0.790538 -2.935837 4.181807 -2.9 1.1 2.2 -0.005
C -1.766990 -2.434417 6.130134 -0.7 -1.4 -0.1 0.131
H -2.798379 -2.430345 6.518341 0.1 0.4 -0.6 0.010
H -1.238024 -3.279929 6.596790 0.5 0.4 -0.1 0.030
H -1.278994 -1.490040 6.401803 0.5 0.5 0.1 0.078
```
Positions in Å, forces in eV/Å.

Entry from OMol25: 2 unconnected molecules or ions with the total composition C3H8B3BrFO4 (ωB97M-V with the def2-TZVPD basis set).

Output
total charge = -1
max |F| = 2.01 eV/A
HOMO = -3.4 eV
DFT total energy = -3168.84935 Ha

Geometry as XYZ:
```
20
Properties=species:S:1:pos:R:3:forces:R:3:mulliken_charge:R:1
C 2.143150 0.913484 0.788460 0.7 0.1 0.2 -1.369
C 2.250824 -0.580583 0.583367 -0.3 0.0 -0.7 0.090
Br 3.669230 -0.845793 -0.790209 0.2 -0.1 0.2 -0.230
C 0.965345 -1.276320 0.095331 0.2 0.2 0.6 -0.684
B -0.374602 -0.463403 0.313784 -0.2 0.1 0.5 0.706
O -1.354073 -0.992233 1.135491 0.0 0.0 -0.1 -0.760
B -2.618900 -0.449744 0.899699 -0.5 0.1 0.0 0.609
O -2.935097 0.005689 -0.334453 0.5 -0.3 0.2 -0.383
B -1.891278 0.578741 -1.059442 -1.4 1.4 0.6 0.453
O -1.917077 0.890555 -2.364457 0.7 -1.2 -0.7 -0.462
O -0.673472 0.717705 -0.311192 0.4 -0.7 -1.0 -0.240
H 1.438222 1.160381 1.581544 -0.3 0.0 -0.1 0.335
H 1.885974 1.413972 -0.138888 -0.3 0.0 0.0 0.328
H 3.113549 1.303699 1.095646 0.0 0.0 0.1 0.462
H 2.645135 -1.098323 1.449170 0.1 0.1 0.1 0.399
H 1.061890 -1.508933 -0.963236 -0.1 0.1 -0.1 0.400
H 0.866947 -2.222984 0.624857 0.0 -0.1 -0.1 0.176
H -3.409182 -0.356558 1.788289 0.0 -0.3 0.0 -0.162
H -1.071777 0.607537 -2.732678 0.2 0.4 -0.2 0.273
F -3.794806 2.203107 -1.661083 -0.1 0.3 0.5 -0.940
```
Positions in Å, forces in eV/Å.

Entry from OMol25: a molecular structure, C3H8BBrCl2MgOP (ωB97M-V with the def2-TZVPD basis set).

Output
total charge = +1
max |F| = 4.20 eV/A
HOMO = -10.4 eV
DFT total energy = -4254.66542 Ha

Geometry as XYZ:
```
18
Properties=species:S:1:pos:R:3:forces:R:3:mulliken_charge:R:1
C -0.024944 0.714691 -2.142276 0.0 0.4 0.4 -0.524
C -0.786670 -0.508624 -1.362251 -0.5 0.1 -1.0 -0.518
C -0.697185 -0.458806 0.273093 -1.2 0.2 -0.2 -0.577
Br -0.992335 -2.375773 0.905375 0.2 1.2 -0.2 -0.153
B 0.729276 0.086774 0.881127 -0.7 1.1 -2.3 0.593
Cl 0.890614 1.943343 0.951894 -0.1 -0.6 0.2 -0.256
P 0.896792 -0.532600 2.726230 -1.2 2.2 3.4 0.410
O -0.376633 0.308042 3.607485 3.5 -0.9 -0.5 -0.447
Cl 2.702239 0.181614 3.610865 -1.8 -0.7 -0.9 -0.169
H -0.227155 0.606595 -3.313885 0.4 1.0 2.1 0.013
H -0.484245 1.755164 -1.832357 1.1 -2.1 -0.7 0.285
H 1.154625 0.705373 -2.036153 -2.6 0.0 0.0 0.354
H -1.948430 -0.493997 -1.637222 2.3 0.1 0.5 0.390
H -0.376931 -1.518276 -1.827864 -0.5 1.6 1.4 0.424
H -1.597255 0.162355 0.689231 1.6 -1.4 -0.9 0.397
H 1.646189 -0.384739 0.316737 0.7 -0.4 0.1 -0.108
H 0.026481 0.865370 4.346976 -0.7 -1.0 -1.2 0.342
Mg -0.534435 -1.056507 -4.157006 -0.2 -0.7 0.0 0.545
```
Positions in Å, forces in eV/Å.

Entry from OMol25: 2 unconnected molecules or ions with the total composition C3H8BBrO2 (ωB97M-V with the def2-TZVPD basis set).

Output
total charge = 0
ΔE to the lowest compared entry with this formula, charge and spin = 3.217 eV
max |F| = 4.12 eV/A
HOMO (alpha / beta) = -8.7 / -8.7 eV
DFT total energy = -2868.42144 Ha

Geometry as XYZ:
```
15
Properties=species:S:1:pos:R:3:forces:R:3:mulliken_charge:R:1
B -0.207294 0.348553 1.443620 -2.4 1.4 -2.2 0.559
C 0.080968 -1.240355 -1.645013 0.3 0.4 1.9 -0.929
C 0.482160 0.251380 -1.243666 -4.0 -1.0 0.4 -0.718
C -0.263713 0.891980 -0.024655 2.1 1.1 0.1 -0.092
O -1.454957 0.376161 2.089425 1.9 -0.5 -0.1 -0.568
O 0.985294 -0.122536 1.819373 0.5 -1.3 1.8 -0.412
Br -1.827284 1.762694 -0.611504 -0.3 0.1 0.2 -0.111
H 0.882755 -1.638157 -2.271240 -0.1 0.1 0.0 0.334
H 0.076409 -1.828566 -0.696929 -0.2 0.0 -0.8 0.245
H -0.870857 -1.359864 -2.173966 0.2 0.3 0.3 0.283
H 0.121054 0.785173 -2.099582 1.0 0.9 -0.5 0.430
H 1.465789 0.216509 -0.980856 2.9 0.4 0.0 0.342
H 0.890514 2.223669 0.815203 -1.9 -1.9 -1.6 0.124
H -1.289922 -0.121676 2.884928 -0.7 -0.2 1.0 0.249
H 0.929081 -0.544965 2.694861 0.5 0.1 -0.4 0.263
```
Positions in Å, forces in eV/Å.

Entry from OMol25: a molecular structure, C3H8BrINS (ωB97M-V with the def2-TZVPD basis set).

Output
total charge = +1
ΔE to the lowest compared entry with this formula, charge and spin = 2.000 eV
max |F| = 4.88 eV/A
HOMO = -13.2 eV
DFT total energy = -3443.36909 Ha

Geometry as XYZ:
```
15
Properties=species:S:1:pos:R:3:forces:R:3:mulliken_charge:R:1
C 1.422792 1.218762 -1.950084 0.1 -0.7 2.0 -1.183
C 0.720854 0.191566 -1.016579 -0.9 1.1 0.7 -0.272
C -1.350414 -0.193962 0.781518 -2.9 2.9 2.6 -0.402
N -0.804864 -0.959104 2.003391 3.8 -0.6 -2.9 -0.229
S -0.323150 1.159027 0.214752 0.2 -1.2 -0.4 0.097
Br -2.041693 -1.346066 -0.499081 -0.5 -0.8 -0.1 0.004
I 2.110040 -1.030178 0.050649 0.1 -0.3 0.0 0.211
H 0.646769 1.608831 -2.571048 -0.1 0.1 -1.1 0.386
H 1.781591 2.086593 -1.349858 0.1 -0.8 -0.3 0.341
H 2.266159 0.668869 -2.387232 -0.4 0.7 -0.5 0.406
H -0.040846 -0.481402 -1.461780 1.1 0.5 -0.2 0.360
H -2.732628 0.725767 1.452492 3.3 -2.2 -1.4 0.364
H -1.233421 -1.805004 2.234598 -2.2 -1.4 0.7 0.361
H -0.610134 -0.384386 2.796023 0.0 0.7 0.7 0.375
H 0.188939 -1.459318 1.702246 -1.8 2.0 0.3 0.180
```
Positions in Å, forces in eV/Å.

Entry from OMol25: a molecular structure, C3H8Cl2IOPdS (ωB97M-V with the def2-TZVPD basis set).

Output
total charge = -1
ΔE to the lowest compared entry with this formula, charge and spin = 0.743 eV
max |F| = 0.89 eV/A
HOMO = -2.8 eV
DFT total energy = -1938.51931 Ha

Geometry as XYZ:
```
17
Properties=species:S:1:pos:R:3:forces:R:3:mulliken_charge:R:1
Pd 0.214688 -0.009005 0.408036 0.5 -0.2 0.0 -0.393
Cl -1.280971 2.354594 0.304887 -0.2 0.3 0.0 -0.127
C -1.590809 2.140184 -1.417842 0.0 0.0 0.1 -0.250
Cl -0.758990 0.686710 -1.990521 -0.1 0.0 -0.2 -0.136
H -1.213635 3.000803 -1.952825 0.0 0.1 0.0 0.281
H -2.652708 2.005696 -1.568849 -0.1 0.0 0.0 0.260
C 1.547743 -3.794209 -0.907164 0.2 0.1 -0.2 -1.016
S 0.633324 -2.303330 -0.350769 -0.8 -0.4 -0.2 0.823
C 0.597589 -2.907797 1.341175 -0.1 0.0 0.1 -1.034
O -0.747140 -2.544000 -0.927050 0.5 0.0 0.2 -0.640
H 0.958496 -4.682541 -0.661723 0.0 0.1 0.0 0.273
H 2.525784 -3.816914 -0.418231 -0.1 0.0 -0.1 0.315
H 1.670522 -3.705731 -1.986925 0.0 -0.1 0.0 0.303
H 1.588120 -2.793175 1.784952 -0.1 0.0 0.0 0.340
H 0.259369 -3.947207 1.326893 0.0 0.1 0.1 0.333
H -0.094552 -2.270012 1.880828 0.0 0.0 0.1 0.369
I 2.091045 0.428805 2.260856 0.1 0.1 0.2 -0.703
```
Positions in Å, forces in eV/Å.

Entry from OMol25: a molecular structure, C3H8Cl2N (ωB97M-V with the def2-TZVPD basis set).

Output
total charge = +1
ΔE to the lowest compared entry with this formula, charge and spin = 2.831 eV
max |F| = 5.61 eV/A
HOMO = -14.2 eV
DFT total energy = -1093.86491 Ha

Geometry as XYZ:
```
14
Properties=species:S:1:pos:R:3:forces:R:3:mulliken_charge:R:1
C 1.181127 -1.036036 -0.810578 -0.5 -1.6 -1.3 -0.393
C -2.381724 1.549641 0.802898 3.4 0.2 4.5 -0.565
C 1.009877 0.434403 -0.793509 2.0 -1.0 3.5 -0.103
N 0.987256 -1.737355 0.443051 0.1 -2.4 -0.8 -0.539
Cl -1.271096 0.644255 -0.275788 0.6 -0.7 -1.2 -0.001
Cl 1.691150 1.157943 0.602854 -0.1 0.1 -0.6 0.012
H 2.130775 -1.415536 -1.340213 -0.5 1.6 0.5 0.371
H 0.481145 -1.424568 -1.573566 -0.3 0.1 0.3 0.365
H -2.225332 2.643937 0.852938 0.2 -0.8 -0.2 0.313
H -2.308030 1.000771 1.846867 -0.2 1.5 -2.2 0.287
H 1.037929 1.092654 -1.603320 -0.5 0.6 -1.5 0.466
H 1.283074 -2.782124 0.385588 -0.9 2.4 -0.3 0.293
H 1.577493 -1.392905 1.154581 0.7 0.7 1.0 0.235
H -3.193648 1.264918 0.308199 -4.0 -0.6 -1.6 0.260
```
Positions in Å, forces in eV/Å.

Entry from OMol25: a molecular structure, C3H8Cl2N2O6PS2 (ωB97M-V with the def2-TZVPD basis set).

Output
total charge = -1
max |F| = 2.12 eV/A
HOMO = -5.7 eV
DFT total energy = -2738.30320 Ha

Geometry as XYZ:
```
24
Properties=species:S:1:pos:R:3:forces:R:3:mulliken_charge:R:1
O -2.455414 3.333788 -0.715373 -0.7 -0.6 -1.6 -0.523
S -1.613293 3.128298 0.402307 1.1 1.2 -0.2 0.922
O -2.058900 3.735209 1.588927 -0.3 0.5 2.0 -0.569
Cl -1.647265 1.113324 0.820233 -0.1 -0.4 0.1 -0.230
N -0.105083 3.579679 0.148217 -0.3 -1.4 -0.6 -0.372
S 0.652074 2.898034 -1.113593 -0.7 0.7 0.8 0.984
O 1.970358 3.428477 -1.096348 1.5 1.0 -0.2 -0.677
O 0.592728 1.461405 -1.178203 -0.6 -1.0 -0.2 -0.568
P 0.003408 3.524942 -3.116985 1.2 0.1 -0.3 0.320
O -1.349583 2.716625 -3.444964 -0.6 -0.6 0.0 -0.454
Cl -0.626647 5.436956 -2.747481 -0.3 -0.2 0.1 -0.208
H -1.154703 1.761770 -3.534017 -0.1 0.6 0.2 0.348
C 0.492644 -4.190670 2.123530 0.0 0.0 0.0 -1.307
C -0.081735 -2.796932 1.970043 0.0 0.1 -0.1 0.895
O -0.908765 -2.358572 2.751070 0.0 -0.1 0.1 -0.639
N 0.363692 -2.057550 0.924307 0.0 -0.2 0.0 0.033
C 1.333138 -2.428844 -0.086763 -0.1 0.3 0.1 -0.836
H 0.042583 -4.652188 2.996598 -0.1 0.1 0.0 0.286
H 0.266434 -4.800164 1.247691 0.1 0.0 0.0 0.340
H 1.573298 -4.149500 2.265369 0.0 -0.1 -0.1 0.341
H -0.040518 -1.135038 0.857316 0.0 0.1 0.0 0.031
H 2.174022 -1.734420 -0.065848 0.1 0.0 -0.1 0.272
H 0.874771 -2.379198 -1.075620 0.1 0.0 0.0 0.258
H 1.702756 -3.435433 0.079589 0.0 0.0 0.0 0.353
```
Positions in Å, forces in eV/Å.

Entry from OMol25: 2 unconnected molecules or ions with the total composition C3H8Cl2O (ωB97M-V with the def2-TZVPD basis set).

Output
SMILES = CCC(Cl)Cl.O
total charge = 0
ΔE to the lowest compared entry with this formula, charge and spin = 0.091 eV
max |F| = 2.36 eV/A
HOMO = -10.9 eV
DFT total energy = -1114.71954 Ha

Geometry as XYZ:
```
14
Properties=species:S:1:pos:R:3:forces:R:3:mulliken_charge:R:1
C 0.000000 0.000000 0.000000 -1.6 0.4 0.5 -1.127
C 1.296496 -0.151421 -0.680132 1.6 -1.3 -1.1 -0.408
C 2.053506 1.136194 -0.949477 -0.6 0.5 1.5 0.042
Cl 3.400673 0.985022 -2.072875 -0.1 -0.1 0.1 -0.156
Cl 0.931269 2.471020 -1.429243 0.5 -0.2 -0.1 -0.175
H 0.044089 0.725851 0.829334 -0.1 -0.3 -0.2 0.307
H -0.356450 -0.965686 0.396234 0.2 0.4 -0.2 0.328
H -0.725638 0.363113 -0.747134 0.0 -0.1 0.6 0.339
H 1.987209 -0.735194 -0.041710 -0.2 0.0 -0.4 0.279
H 1.150607 -0.715323 -1.621505 0.2 0.2 0.4 0.288
H 2.437438 1.407891 0.054845 0.1 0.4 -0.9 0.281
O -5.982669 0.411418 3.697425 1.2 0.0 0.3 -0.649
H -5.365574 1.176128 3.645846 -0.6 -0.8 0.1 0.325
H -5.434593 -0.326323 4.048999 -0.6 0.8 -0.4 0.324
```
Positions in Å, forces in eV/Å.

Entry from OMol25: 2 unconnected molecules or ions with the total composition C3H8ClNS (ωB97M-V with the def2-TZVPD basis set).

Output
total charge = 0
ΔE to the lowest compared entry with this formula, charge and spin = 1.484 eV
max |F| = 3.81 eV/A
HOMO = -8.2 eV
DFT total energy = -1032.18017 Ha

Geometry as XYZ:
```
14
Properties=species:S:1:pos:R:3:forces:R:3:mulliken_charge:R:1
C 0.895665 -0.890885 0.576397 -0.3 -0.6 -1.0 -0.894
C 0.436316 0.658275 -1.328722 -1.2 -0.4 1.7 -1.187
C -1.040332 0.494255 0.524918 0.6 -2.6 2.8 -0.114
N 0.104287 0.163425 0.002210 -1.6 0.8 0.3 0.083
S -2.016089 1.738685 -0.009784 -0.5 0.8 -0.5 -0.153
Cl -2.720576 -1.540102 0.123532 0.2 0.2 0.0 -0.599
H 1.924560 -0.500557 0.762985 -0.7 -0.8 -0.2 0.324
H 0.357554 -1.199593 1.450187 0.3 -0.2 0.8 0.324
H 0.744303 -1.743121 -0.137830 1.0 0.5 0.6 0.404
H 0.527787 1.695513 -1.178019 0.9 1.4 -0.6 0.407
H 1.286361 0.086199 -1.508389 1.7 -0.2 -1.4 0.436
H -0.381989 0.486070 -2.002083 -0.3 -0.4 -0.5 0.368
H -1.367725 -0.030670 1.516439 0.9 1.1 -2.1 0.427
H -2.924063 1.152850 0.756588 -1.0 0.3 0.0 0.174
```
Positions in Å, forces in eV/Å.